C5H8O | the ωB97M-V functional and the def2-TZVPD basis

Each line ends with the natural charge from an NBO analysis.
Atoms and positions in Å:
O (1.51771, -1.28463, 0.91883)  -0.7042
C (0.98714, -0.66343, -0.24568)  0.0598
C (1.12764, 0.83134, -0.16163)  -0.2218
C (-0.03695, 1.44727, 0.01432)  -0.1664
C (-1.22821, 0.53076, 0.09736)  -0.4516
C (-0.63767, -0.85721, -0.23902)  -0.4685
H (0.59914, -1.34083, 1.17205)  0.4742
H (1.44433, -1.13078, -1.12434)  0.1785
H (2.09273, 1.33451, -0.18699)  0.2197
H (-0.14760, 2.52124, 0.09767)  0.2082
H (-2.01949, 0.82771, -0.60148)  0.2171
H (-1.68550, 0.59062, 1.09956)  0.2122
H (-0.89080, -1.16957, -1.24960)  0.2252
H (-1.12247, -1.63700, 0.40896)  0.2176

Force components x, y, z for each atom (eV/Å):
O -0.465 0.022 -0.210
C -1.052 0.184 -0.731
C -0.289 0.127 -0.266
C 0.086 0.147 -0.065
C 0.087 0.093 -0.143
C 0.379 0.214 -0.518
H 0.290 -1.146 2.480
H -0.123 0.233 -0.021
H -0.187 -0.201 -0.066
H 0.036 0.013 0.124
H 0.143 -0.074 0.046
H 0.200 -0.142 -0.248
H -0.230 0.159 -0.111
H 1.125 0.372 -0.269

The relative energy (zero: lowest compared OMol25 entry of this formula, charge and spin) comes out at 156.39 kJ/mol. Its spin multiplicity is 1. Its SMILES is O[C@@H]1C=CCC1. The value obtained for the LUMO energy is 1.03 eV. The total energy is -270.498326 hartree. As for the total charge: 0. For the HOMO energy, the calculation gives -0.3526 Ha.